1.
{
  "formula": "C9H12N3O2",
  "method": "the ωB97M-V functional and the def2-TZVPD basis",
  "species": ["O", "O", "N", "N", "N", "C", "C", "C", "C", "C", "C", "C", "C", "C", "H", "H", "H", "H", "H", "H", "H", "H", "H", "H", "H", "H"],
  "xyz": [[0.143076, -2.275839, 1.285225], [1.110458, 1.801538, -0.675749], [0.130659, -0.082732, 0.504000], [-1.473237, 1.162249, -0.734087], [2.591983, 0.130827, 0.343743], [-3.419145, -0.556511, 0.194427], [-3.736925, 0.438640, -0.778678], [0.715108, -1.257102, 0.998679], [1.171946, 1.156430, 0.358503], [2.173924, -1.082552, 1.130434], [-2.133160, -0.750042, 0.530393], [2.726214, -0.252961, -1.114512], [-2.738856, 1.340246, -1.098812], [-1.137421, 0.071830, 0.004426], [-4.691447, 0.497517, -1.070852], [2.767967, -2.008619, 0.989636], [-0.621840, 1.692177, -0.902561], [1.956375, -0.852867, -1.516334], [-2.756333, 2.323119, -1.640928], [2.587382, -0.754605, 2.157210], [-2.021612, -1.580066, 1.252898], [1.342290, 1.418462, 1.500024], [3.414463, 0.710276, 0.667537], [3.553118, -0.830635, -1.157986], [-4.301295, -1.024941, 0.517724], [2.646308, 0.566160, -1.744360]],
  "forces_ev_per_a": [[0.18, 0.14, -0.15], [-0.65, 0.92, 0.37], [1.79, 1.31, -0.99], [1.13, -3.07, 1.93], [-1.00, -0.91, -2.20], [-0.84, 2.43, -3.08], [4.17, 0.17, 1.91], [-1.46, 0.09, 0.04], [0.66, -2.25, 2.66], [3.72, 1.87, 2.39], [-0.40, -1.84, 1.23], [-1.08, 0.79, 1.86], [-0.67, 1.90, -1.59], [-0.21, -0.58, 1.94], [-3.28, 0.79, -1.28], [-0.56, 0.54, -0.67], [0.09, 1.22, -0.81], [-1.49, -0.97, 0.58], [-1.07, -1.30, 0.21], [-1.58, -0.87, -0.79], [1.00, 0.90, -0.56], [-0.72, 0.75, -2.15], [-1.14, -1.24, -0.29], [3.06, -1.40, -0.68], [-0.42, -1.29, 0.98], [0.78, 1.90, -0.87]],
  "lowdin_charge": [0.13, -0.02, 0.11, 0.17, -0.05, 0.01, 0.02, -0.42, -0.35, -0.05, 0.03, 0.01, -0.02, -0.16, 0.08, 0.16, 0.13, 0.10, 0.17, 0.17, 0.14, 0.19, 0.20, 0.07, 0.12, 0.08],
  "homo_lumo_gap_ev": 9.22,
  "total_charge": 1,
  "de_lowest_ev": 0.0000,
  "spin_multiplicity": 1,
  "e_tot_ha": -664.59956,
  "smiles": "C[N@@H+]1CC(=O)/[N+](=c2\\cccc[nH]2)[C@@H]1[O-]"
}

2.
{
  "formula": "C23H63Ag2NO26P5",
  "method": "the ωB97M-V functional and the def2-TZVPD basis",
  "species": ["Ag", "Ag", "P", "P", "P", "P", "P", "O", "O", "O", "O", "O", "O", "O", "O", "O", "O", "O", "O", "O", "O", "O", "O", "O", "O", "O", "O", "O", "O", "O", "O", "O", "O", "N", "C", "C", "C", "C", "C", "C", "C", "C", "C", "C", "C", "C", "C", "C", "C", "C", "C", "C", "C", "C", "C", "C", "C", "H", "H", "H", "H", "H", "H", "H", "H", "H", "H", "H", "H", "H", "H", "H", "H", "H", "H", "H", "H", "H", "H", "H", "H", "H", "H", "H", "H", "H", "H", "H", "H", "H", "H", "H", "H", "H", "H", "H", "H", "H", "H", "H", "H", "H", "H", "H", "H", "H", "H", "H", "H", "H", "H", "H", "H", "H", "H", "H", "H", "H", "H", "H"],
  "xyz": [[0.190294, -7.771328, -9.064667], [2.497482, -5.544285, -6.106475], [1.459814, -2.627581, -3.913744], [-2.854711, -12.597957, -2.139620], [5.495135, -6.544112, -3.739540], [4.107910, -13.384283, -2.056977], [-0.842028, -13.513574, -7.978839], [2.119513, -1.693967, -2.810288], [1.340943, -6.699022, -0.331324], [0.039835, -13.436141, -9.140861], [-4.338414, -13.158046, -2.139135], [-1.731996, -12.230784, -7.625565], [-1.436801, -6.248984, -1.044982], [1.125771, -7.202732, -5.054321], [5.094836, -13.036787, -0.859098], [6.855298, -7.129883, -4.283815], [6.032810, -5.639025, -2.538804], [-3.048784, -11.177969, -2.840424], [4.470158, -13.098596, -8.026717], [4.800607, -13.526197, -3.349352], [-1.838486, -13.488468, -2.706094], [1.105883, -8.335437, -6.930316], [-2.573032, -12.263839, -0.593461], [-2.037568, -14.571311, -8.006291], [4.650944, -5.814497, -4.698736], [2.264658, -3.780904, -4.359973], [-0.050858, -13.873055, -6.633079], [3.077580, -12.166610, -1.937095], [1.085664, -1.591709, -5.051418], [3.281736, -14.649193, -1.541417], [4.808675, -7.772264, -2.993815], [0.713533, -9.310404, -5.022497], [0.032507, -2.977370, -3.297328], [0.972908, -8.299862, -5.662450], [-0.760230, -4.017031, -3.848293], [2.689123, -6.384369, -0.129060], [-1.646761, -15.908053, -8.298441], [2.088579, -2.066150, -1.423034], [5.086487, -12.747203, -6.799363], [-1.123077, -10.955843, -7.539333], [-0.488643, -13.413074, -5.352647], [2.449417, -14.534301, -0.377530], [-1.249448, -12.106708, -0.118229], [-2.785611, -6.442516, -1.389093], [-2.030641, -10.203847, -2.883541], [3.680202, -8.472632, -3.514465], [-5.408888, -12.506061, -1.431923], [5.967089, -14.020023, -0.320483], [3.274382, -11.225886, -7.177975], [0.850212, -6.194472, -1.569699], [7.766672, -7.838128, -3.440298], [2.124852, -11.928388, -2.971316], [3.231811, -12.404719, -8.140352], [4.705307, -11.297511, -6.585743], [2.082494, -0.992610, -5.905445], [5.227347, -4.586084, -2.022225], [-0.479967, -6.901761, -1.848678], [-3.458804, -6.015300, -0.651404], [-1.231038, -10.402226, -3.606670], [-6.259346, -12.551191, -2.109842], [7.923533, -8.867175, -3.768722], [3.804177, -9.540346, -3.340021], [8.739736, -7.358090, -3.533021], [0.141482, -12.605972, -4.981299], [4.178071, -4.757048, -2.281758], [1.867807, -1.172985, -0.842982], [-1.439687, -10.329802, -8.384499], [2.758283, -8.181871, -3.011436], [-0.034334, -11.047689, -7.534866], [-1.896637, -16.243061, -9.301500], [5.843378, -14.089458, 0.764401], [-1.298947, -4.534422, -3.059155], [5.269139, -4.605622, -0.933112], [3.053012, -6.803180, 0.810184], [-5.164668, -11.455416, -1.272729], [5.804639, -15.001754, -0.760581], [-0.334261, -14.240915, -4.658134], [-5.618482, -13.015725, -0.496111], [2.581951, -11.355571, -6.344793], [3.062820, -12.111015, -9.176861], [-0.580275, -16.096040, -8.144766], [3.079487, -1.278343, -5.572454], [1.410230, -14.677017, -0.669329], [-0.247335, -4.787224, -4.434665], [1.396782, -12.742460, -3.013743], [-0.361649, -7.963011, -1.609026], [6.159316, -12.934285, -6.857914], [-1.096915, -11.066542, 0.183203], [-1.451693, -10.177225, -1.951875], [2.458585, -13.130771, -7.872732], [1.426942, -2.896282, -1.190665], [3.366428, -6.765327, -0.899917], [5.484723, -3.583325, -2.359424], [2.768177, -15.317408, 0.309469], [4.778513, -11.006487, -5.537563], [2.622487, -11.936204, -3.945194], [1.918430, -1.375967, -6.909698], [-3.032919, -5.975149, -2.352540], [5.378840, -10.702268, -7.206704], [1.518802, -6.340267, -2.420979], [2.825275, -5.301063, -0.009598], [-1.452017, -3.546515, -4.555431], [3.107319, -2.347656, -1.137516], [4.745142, -13.394470, -5.979880], [-2.474642, -9.228290, -3.055179], [3.148728, -10.266122, -7.677591], [-1.067779, -12.658118, 0.808065], [-1.561160, -13.246557, -5.296673], [-2.104105, -16.590512, -7.580657], [-1.448823, -10.462209, -6.623520], [7.406468, -7.872228, -2.414413], [-0.475509, -12.429612, -0.813885], [6.996541, -13.672813, -0.418742], [-2.971507, -7.519714, -1.471850], [1.636048, -10.971016, -2.815972], [-0.769323, -6.807306, -2.901555], [2.563168, -13.572558, 0.122293], [3.577626, -8.306529, -4.586673], [1.967058, 0.085244, -5.876702], [0.658403, -5.147828, -1.313642]],
  "forces_ev_per_a": [[0.24, -0.44, 0.88], [0.33, -0.02, 1.22], [-0.77, 1.14, 0.31], [-0.35, -0.38, 0.72], [0.93, -0.12, 1.06], [0.61, 0.17, -0.08], [-0.51, -0.45, 0.88], [-0.70, -0.78, -0.50], [0.42, -0.93, -0.49], [-0.11, 0.14, 0.13], [1.07, 0.15, 0.11], [-0.06, -0.13, -0.24], [-0.19, 0.44, 0.59], [0.17, 0.03, -0.76], [-0.79, 0.49, 0.01], [-0.84, 0.24, -0.61], [-0.01, -0.09, -0.57], [-0.34, -0.34, -0.20], [0.51, 0.15, -0.43], [-0.93, -0.25, 0.59], [-0.22, 0.35, -0.21], [-0.10, 0.19, -0.56], [-0.38, -0.13, -0.51], [0.40, 0.53, -0.39], [-0.23, -0.39, -0.57], [0.02, -0.34, -0.35], [0.09, 0.72, -0.83], [0.41, 0.12, 0.33], [0.07, -0.25, 0.20], [0.23, 0.32, -0.66], [-0.03, 0.52, 0.02], [0.20, 0.54, -0.83], [1.29, -0.12, -0.06], [-0.44, -0.13, 1.01], [-0.95, -0.25, -0.97], [0.51, 0.38, 0.61], [0.52, -1.34, 0.51], [1.20, 0.12, 0.52], [-0.17, -0.53, 0.40], [0.32, 0.07, 0.06], [-0.03, -1.31, 0.85], [0.18, -0.16, 0.24], [0.86, 0.36, 0.94], [0.14, -0.73, -0.57], [1.37, 0.08, 0.52], [-0.35, -0.44, -0.27], [-0.01, 0.37, -0.60], [0.57, -0.06, 0.67], [0.82, 0.11, 0.70], [-0.82, -0.32, 0.97], [0.55, -0.39, 0.24], [0.17, -0.69, -0.72], [-0.26, -0.85, 0.20], [0.15, -0.04, -0.41], [0.09, -0.50, 0.14], [-1.25, -0.03, 0.59], [0.17, 0.85, 0.03], [0.32, 0.04, 0.28], [-0.56, -0.17, -0.47], [-0.11, -0.07, 0.22], [-0.47, 0.08, -0.29], [0.32, 0.05, 0.04], [-0.15, 0.23, 0.28], [-0.26, 0.37, -0.36], [0.04, 0.11, -0.10], [-0.40, -0.08, -0.12], [0.01, -0.15, -0.11], [0.11, 0.29, 0.02], [0.00, 0.20, 0.03], [-0.19, 0.45, -0.12], [-0.50, 0.01, -0.13], [0.01, 0.30, 0.18], [0.30, -0.10, -0.04], [-0.41, -0.23, 0.04], [-0.04, -0.06, 0.20], [0.18, 0.03, -0.10], [0.10, 0.01, -0.08], [0.11, -0.03, -0.01], [-0.35, 0.21, -0.25], [0.19, -0.06, -0.04], [0.09, 0.41, -0.19], [0.07, 0.13, -0.05], [0.04, -0.05, -0.02], [0.62, 0.24, 0.33], [-0.18, 0.13, 0.23], [-0.16, -0.06, 0.10], [0.00, 0.19, -0.30], [0.01, 0.06, -0.36], [-0.47, 0.17, 0.21], [-0.27, 0.29, -0.06], [-0.25, 0.17, -0.18], [-0.19, 0.06, -0.29], [0.47, -0.25, -0.34], [-0.18, -0.02, -0.01], [-0.02, 0.14, -0.06], [0.07, 0.20, 0.02], [0.03, 0.14, -0.07], [0.09, -0.05, -0.08], [0.01, 0.22, 0.23], [0.33, 0.10, 0.13], [0.03, 0.11, -0.30], [-0.18, -0.10, 0.29], [-0.11, -0.13, -0.08], [-0.28, 0.14, -0.03], [-0.10, -0.06, -0.09], [-0.38, 0.03, 0.13], [-0.52, -0.34, -0.16], [0.08, 0.50, -0.21], [-0.42, 0.27, -0.04], [0.03, -0.14, 0.06], [0.18, 0.17, 0.05], [-0.23, 0.08, -0.29], [-0.05, -0.18, -0.54], [-0.33, 0.05, 0.02], [0.06, 0.00, 0.23], [0.18, -0.06, -0.13], [0.03, 0.04, -0.11], [-0.02, 0.03, 0.00], [-0.06, 0.01, 0.04], [-0.09, 0.28, -0.97]],
  "lowdin_charge": [0.89, 0.78, 0.38, 0.40, 0.39, 0.38, 0.38, -0.19, -0.16, -0.21, -0.20, -0.21, -0.18, -0.10, -0.22, -0.20, -0.20, -0.20, -0.13, -0.22, -0.22, -0.16, -0.20, -0.20, -0.27, -0.28, -0.21, -0.23, -0.21, -0.22, -0.20, 0.05, -0.19, -0.55, -0.09, -0.11, -0.11, -0.06, -0.21, -0.12, -0.10, -0.08, -0.12, -0.10, -0.10, -0.08, -0.07, -0.09, -0.16, -0.18, -0.08, -0.10, -0.20, -0.16, -0.06, -0.10, -0.20, 0.09, 0.07, 0.09, 0.09, 0.09, 0.10, 0.07, 0.06, 0.10, 0.07, 0.07, 0.07, 0.09, 0.09, 0.07, 0.09, 0.10, 0.08, 0.09, 0.09, 0.09, 0.09, 0.12, 0.09, 0.09, 0.09, 0.07, 0.08, 0.12, 0.12, 0.09, 0.07, 0.10, 0.07, 0.07, 0.10, 0.09, 0.10, 0.07, 0.09, 0.08, 0.11, 0.11, 0.08, 0.10, 0.08, 0.11, 0.08, 0.09, 0.09, 0.08, 0.09, 0.08, 0.09, 0.07, 0.09, 0.08, 0.08, 0.11, 0.09, 0.07, 0.10, 0.12],
  "homo_lumo_gap_ev": 4.74,
  "total_charge": 1,
  "spin_multiplicity": 1,
  "e_tot_ha": -4925.84600
}